# 1
# C22H20BrFN4O4Pt

C22H20BrFN4O4Pt as an isolated structure in a non-equilibrium geometry (ωB97M-V/def2-TZVPD, OMol25).

Geometry as ORCA input:
```
! RIJCOSX wB97M-V def2-TZVPD def2/J DEFGRID3
* xyz 0 1
Pt 1.214 -1.580 -0.304
Br 3.749 -0.940 -0.524
C 3.965 -1.425 1.344
C 5.211 -1.791 1.826
C 5.302 -2.203 3.152
C 4.174 -2.340 3.929
C 2.902 -1.970 3.438
C 1.718 -2.104 4.185
C 0.498 -1.627 3.697
C 0.408 -0.955 2.509
C 1.576 -0.778 1.657
C 2.826 -1.406 2.136
H 6.078 -1.774 1.187
H 6.272 -2.449 3.559
H 4.254 -2.704 4.943
H 1.757 -2.567 5.159
H -0.384 -1.736 4.311
H -0.510 -0.466 2.216
N -0.499 -2.414 -1.032
C -1.639 -2.210 -1.168
N -2.892 -1.951 -1.346
C -3.357 -0.584 -1.168
C -4.281 -0.178 -2.320
C -5.159 -1.353 -2.775
C -5.271 -2.405 -1.676
C -3.892 -3.009 -1.411
H -2.481 0.065 -1.127
H -3.886 -0.510 -0.211
H -3.687 0.174 -3.162
H -4.902 0.652 -1.982
H -4.716 -1.827 -3.653
H -6.150 -0.994 -3.056
H -5.950 -3.203 -1.983
H -5.679 -1.956 -0.768
H -3.625 -3.695 -2.223
H -3.899 -3.586 -0.476
F -1.483 4.382 -2.554
C -0.193 4.300 -2.178
C 0.127 3.628 -1.054
N 1.413 3.542 -0.615
C 1.720 2.798 0.581
C 1.237 1.344 0.535
O 1.883 0.647 1.425
O 0.377 0.932 -0.221
C 2.459 4.151 -1.295
O 3.602 4.100 -0.911
N 2.080 4.835 -2.422
C 0.807 4.987 -2.978
O 0.640 5.636 -3.981
H -0.628 3.131 -0.466
H 1.273 3.286 1.454
H 2.807 2.798 0.707
H 2.837 5.301 -2.912
*
```

Highest occupied orbital energy (alpha / beta) in Eh: -0.2400 / -0.2367
Frontier orbital gap (alpha / beta) in eV: 6.2 / 6.3
LUMO (alpha / beta) in eV: -0.37 / -0.09
Energy relative to the best compared isomer or geometry (same formula, charge and spin) in kJ/mol: 286.4
Electronic energy in Ha: -4163.46768


# 2
# C22H20Cl2F6N5O2PbSSb

C22H20Cl2F6N5O2PbSSb as an isolated structure (ωB97M-V/def2-TZVPD, OMol25).

Geometry as ORCA input:
```
! RIJCOSX wB97M-V def2-TZVPD def2/J DEFGRID3
* xyz 1 2
Pb 0.553 0.068 -0.479
C -0.905 -0.602 4.043
C -0.547 -0.797 2.602
N 0.527 -0.388 2.052
N 1.495 0.251 2.751
C 2.710 0.465 2.179
N 3.583 1.133 2.934
S 3.133 -0.086 0.647
C -1.464 -1.574 1.715
C -2.545 -2.273 2.221
C -3.319 -3.033 1.351
C -2.998 -3.061 0.008
C -1.902 -2.325 -0.423
N -1.155 -1.614 0.413
H -0.347 0.209 4.508
H -0.718 -1.516 4.610
H -1.962 -0.355 4.134
H 1.335 0.525 3.707
H 3.410 1.397 3.890
H 4.489 1.319 2.540
H -2.790 -2.240 3.274
H -4.164 -3.594 1.730
H -3.579 -3.634 -0.701
H -1.623 -2.291 -1.472
Cl -3.714 5.913 0.354
C -4.148 4.414 1.089
C -4.705 4.470 2.351
C -5.189 3.321 2.954
C -5.153 2.110 2.282
C -4.592 2.045 1.026
Cl -4.624 0.554 0.171
C -4.033 3.184 0.406
N -3.517 3.058 -0.873
C -2.576 3.816 -1.511
C -2.776 4.005 -2.899
C -1.916 4.780 -3.626
C -0.806 5.338 -2.992
C -0.567 5.103 -1.639
C -1.424 4.347 -0.866
C -0.998 3.969 0.527
C -0.437 2.542 0.478
O 0.810 2.394 0.396
O -1.254 1.586 0.448
H -4.784 5.429 2.844
H -5.631 3.379 3.941
H -5.575 1.217 2.722
H -3.857 2.262 -1.416
H -3.645 3.558 -3.365
H -2.090 4.938 -4.681
H -0.104 5.932 -3.563
H 0.332 5.493 -1.180
H -1.803 4.007 1.257
H -0.193 4.628 0.838
F -2.584 0.576 -2.533
Sb -1.241 0.561 -3.898
F -2.177 -0.787 -4.795
F -0.357 -0.847 -2.920
F 0.233 0.637 -5.042
F -0.367 1.826 -2.759
F -2.159 1.902 -4.840
*
```

Highest occupied orbital energy (alpha / beta) in Eh: -0.4178 / -0.4186
Frontier orbital gap (alpha / beta) in eV: 8.1 / 5.5
LUMO (alpha / beta) in eV: -3.31 / -5.85
⟨S²⟩: 0.78
Energy relative to the best compared isomer or geometry (same formula, charge and spin) in kJ/mol: 8.0
Electronic energy in Ha: -3625.47871


# 3
# C22H20F3N5O3S

One molecule with the formula C22H20F3N5O3S (ωB97M-V/def2-TZVPD, OMol25).

Geometry as ORCA input:
```
! RIJCOSX wB97M-V def2-TZVPD def2/J DEFGRID3
* xyz 0 1
C -2.194 -1.479 -1.825
H -2.701 -1.195 -2.738
H -2.736 -2.268 -1.320
H -2.044 -0.615 -1.190
S -0.556 -2.124 -2.277
O -0.734 -3.307 -3.074
O 0.208 -1.037 -2.825
C 0.153 -2.577 -0.692
C 0.730 -1.566 0.043
C 1.298 -1.844 1.281
C 1.264 -3.152 1.750
C 0.675 -4.161 1.004
C 0.114 -3.878 -0.232
H -0.333 -4.643 -0.847
H 0.663 -5.171 1.383
H 1.705 -3.387 2.709
C 1.963 -0.733 2.059
N 3.142 -0.223 1.391
C 3.098 0.710 0.421
N 1.920 1.260 0.135
C 1.868 2.167 -0.835
N 2.924 2.638 -1.518
C 4.096 2.125 -1.222
C 4.265 1.135 -0.263
C 5.597 0.550 0.037
F 5.967 0.725 1.329
F 6.582 1.058 -0.706
F 5.634 -0.793 -0.147
H 4.940 2.510 -1.777
N 0.689 2.700 -1.226
C -0.615 2.409 -0.852
C -0.931 1.634 0.262
C -2.247 1.366 0.592
C -3.278 1.892 -0.190
C -2.969 2.686 -1.290
C -1.653 2.940 -1.618
H -1.425 3.554 -2.476
H -3.766 3.104 -1.887
N -4.601 1.635 0.157
C -5.018 0.660 1.011
O -6.189 0.509 1.275
C -3.905 -0.227 1.535
C -2.624 0.560 1.801
H -2.788 1.241 2.643
H -1.815 -0.120 2.076
H -3.723 -0.992 0.774
H -4.259 -0.727 2.436
H -5.323 2.189 -0.285
H -0.135 1.251 0.874
H 0.795 3.322 -2.017
H 3.987 -0.760 1.502
H 2.264 -1.087 3.047
H 1.271 0.105 2.174
H 0.753 -0.571 -0.369
*
```

Highest occupied orbital energy in Eh: -0.2936
Frontier orbital gap in eV: 8.4
SMILES: CS(=O)(=O)c1cccc(CNc2nc(Nc3ccc4c(c3)CCC(=O)N4)ncc2C(F)(F)F)c1
LUMO in eV: 0.41
Energy relative to the best compared isomer or geometry (same formula, charge and spin) in kJ/mol: 0.0
Electronic energy in Ha: -2047.73942


# 4
# C22H20F5N11SeV

C22H20F5N11SeV as an isolated structure in a non-equilibrium geometry (ωB97M-V/def2-TZVPD, OMol25).

Geometry as ORCA input:
```
! RIJCOSX wB97M-V def2-TZVPD def2/J DEFGRID3
* xyz 2 2
V 0.096 0.410 0.073
N 0.411 0.549 4.357
C -0.456 0.520 3.336
N 0.222 0.521 2.203
C 1.528 0.548 2.593
N 1.654 0.565 3.901
C 2.592 0.587 1.617
C 3.942 0.601 1.999
N 4.899 0.633 1.102
C 4.551 0.694 -0.168
C 3.211 0.707 -0.560
N 2.225 0.624 0.327
H 0.238 0.575 5.355
H -1.524 0.494 3.442
H 4.222 0.578 3.043
H 5.356 0.726 -0.890
H 2.951 0.787 -1.604
C 0.729 -0.437 -2.910
N -0.026 0.575 -2.159
C -1.424 0.427 -2.587
C 0.423 1.929 -2.545
C 0.116 2.896 -1.435
C -0.113 4.243 -1.684
C -0.351 5.112 -0.631
C -0.343 4.631 0.670
C -0.116 3.285 0.910
C 0.099 2.381 -0.132
H 0.732 -0.197 -3.979
H 0.263 -1.414 -2.788
H 1.759 -0.516 -2.568
H -1.487 0.402 -3.682
H -2.020 1.269 -2.235
H -1.830 -0.513 -2.207
H -0.055 2.237 -3.485
H 1.506 1.932 -2.711
H -0.101 4.616 -2.697
H -0.529 6.159 -0.821
H -0.523 5.302 1.496
H -0.127 2.941 1.938
N -4.906 -0.707 1.017
N -3.883 0.047 0.637
N -4.011 1.324 0.391
C -2.770 1.712 0.163
N -1.922 0.683 0.265
N -2.650 -0.374 0.562
H -5.823 -0.333 0.807
H -4.764 -1.707 0.994
H -2.514 2.726 -0.072
F 0.008 -7.824 0.090
C 0.029 -6.506 0.101
C 0.356 -5.811 -1.070
F 0.640 -6.465 -2.183
C 0.373 -4.425 -1.042
F 0.669 -3.693 -2.125
C 0.070 -3.730 0.121
Se 0.097 -1.850 0.166
C -0.261 -4.432 1.274
F -0.554 -3.706 2.362
C -0.284 -5.819 1.280
F -0.601 -6.484 2.379
*
```

Highest occupied orbital energy (alpha / beta) in Eh: -0.5257 / -0.5365
Frontier orbital gap (alpha / beta) in eV: 6.0 / 7.9
LUMO (alpha / beta) in eV: -8.34 / -6.68
⟨S²⟩: 1.17
Electronic energy in Ha: -5296.79729


# 5
# C22H20F6INO5S

A 3-piece molecular cluster, C22H20F6INO5S overall (ωB97M-V/def2-TZVPD, OMol25).

Geometry as ORCA input:
```
! RIJCOSX wB97M-V def2-TZVPD def2/J DEFGRID3
* xyz 0 1
O -2.290 2.113 1.335
C -2.356 1.791 0.195
I -3.629 0.107 -0.331
C -1.658 2.500 -0.950
C -1.073 1.612 -2.010
C -1.753 1.399 -3.204
C -1.217 0.580 -4.185
C 0.005 -0.042 -3.980
C 0.702 0.167 -2.793
C 0.166 0.999 -1.811
S 1.086 1.242 -0.319
C 1.731 -0.393 -0.164
C 1.859 -0.994 1.083
C 2.420 -2.259 1.190
C 2.830 -2.930 0.043
C 2.683 -2.340 -1.204
C 2.132 -1.069 -1.315
N 1.955 -0.447 -2.572
H -2.370 3.200 -1.389
H -0.887 3.080 -0.444
H -2.708 1.884 -3.362
H -1.763 0.428 -5.106
H 0.419 -0.690 -4.741
H 1.516 -0.455 1.956
H 2.509 -2.711 2.167
H 3.235 -3.928 0.114
H 2.982 -2.880 -2.095
H 2.152 -1.105 -3.314
C 0.644 4.044 3.602
C -0.121 4.493 2.378
O -0.066 5.929 2.216
C 1.033 6.408 1.659
O 1.976 5.796 1.256
C 0.921 7.944 1.540
F 0.492 8.489 2.681
F 0.049 8.254 0.571
F 2.099 8.470 1.233
H 0.270 4.552 4.491
H 0.518 2.970 3.735
H 1.707 4.257 3.502
H -1.181 4.267 2.470
H 0.257 4.017 1.474
C -2.810 -6.130 -0.965
C -2.477 -5.020 0.007
O -1.480 -5.442 0.965
C -0.226 -5.403 0.550
O 0.178 -5.078 -0.525
C 0.712 -5.810 1.709
F 0.283 -6.919 2.314
F 0.757 -4.826 2.614
F 1.940 -6.022 1.251
H -3.134 -7.022 -0.429
H -3.617 -5.809 -1.623
H -1.948 -6.387 -1.578
H -3.337 -4.753 0.615
H -2.118 -4.127 -0.503
*
```

Highest occupied orbital energy in Eh: -0.2934
Frontier orbital gap in eV: 8.1
SMILES: O=C(I)Cc1cccc2c1Sc1ccccc1N2.CCOC(=O)C(F)(F)F.CCOC(=O)C(F)(F)F
LUMO in eV: 0.14
Electronic energy in Ha: -2576.43913


# 6
# C22H20MnN3O5

C22H20MnN3O5 as an isolated structure (ωB97M-V/def2-TZVPD, OMol25).

Geometry as ORCA input:
```
! RIJCOSX wB97M-V def2-TZVPD def2/J DEFGRID3
* xyz 1 4
Mn 1.432 -0.773 -0.247
O 1.459 -1.998 5.736
C 1.306 -1.789 4.427
C 0.062 -1.556 3.832
C 0.012 -1.349 2.467
N 1.107 -1.317 1.701
C 2.294 -1.580 2.277
C 2.442 -1.824 3.623
C 3.492 -1.643 1.342
O 4.583 -1.908 1.779
O 3.187 -1.414 0.095
C -1.374 -1.189 1.895
O -2.219 -0.591 2.484
O -1.762 -1.930 0.795
H 0.615 -1.957 6.200
H -0.853 -1.549 4.408
H 3.423 -2.035 4.024
C -3.722 2.232 -0.872
C -2.489 2.230 0.030
C -1.212 2.580 -0.697
C -1.029 3.915 -1.059
C 0.132 4.354 -1.661
C 1.182 3.471 -1.869
C 1.063 2.139 -1.508
C 2.263 1.229 -1.632
C 2.185 0.082 -2.645
C -0.162 1.699 -0.981
N -0.233 0.292 -0.702
C -1.297 -0.371 -0.931
C -1.304 -1.831 -0.539
C -2.209 -2.683 -1.393
C -1.463 -3.557 -2.062
C -0.069 -3.305 -1.660
N 0.051 -2.373 -0.788
H -4.621 2.025 -0.294
H -3.661 1.491 -1.672
H -3.848 3.200 -1.355
H -2.404 1.283 0.564
H -2.629 2.985 0.807
H -1.820 4.622 -0.842
H 0.240 5.394 -1.935
H 2.113 3.824 -2.292
H 2.593 0.887 -0.627
H 3.120 1.845 -1.913
H 1.401 -0.664 -2.444
H 3.138 -0.440 -2.703
H 1.940 0.481 -3.630
H -2.196 0.079 -1.335
H -3.281 -2.575 -1.394
H -1.782 -4.316 -2.756
H 0.801 -3.821 -2.045
*
```

Highest occupied orbital energy (alpha / beta) in Eh: -0.4508 / -0.4191
Frontier orbital gap (alpha / beta) in eV: 8.2 / 7.2
LUMO (alpha / beta) in eV: -4.10 / -4.16
⟨S²⟩: 3.77
Electronic energy in Ha: -2541.60758


# 7
# C22H20N3

An isolated ion of composition C22H20N3 and charge +1 in a non-equilibrium geometry (ωB97M-V/def2-TZVPD, OMol25).

Geometry as ORCA input:
```
! RIJCOSX wB97M-V def2-TZVPD def2/J DEFGRID3
* xyz 1 1
C -1.154 -3.112 3.023
C -0.494 -2.479 1.816
N -0.061 -1.118 2.110
C 1.235 -0.690 2.400
C 2.434 -1.391 2.324
C 3.587 -0.767 2.830
C 3.530 0.551 3.328
C 2.333 1.281 3.321
C 1.175 0.647 2.872
C -0.219 1.028 2.886
C -0.965 -0.100 2.446
C -2.344 -0.152 2.550
C -3.017 1.016 2.947
C -2.293 2.145 3.367
C -0.891 2.149 3.367
H -0.676 -4.080 3.188
H -0.978 -2.515 3.919
H -2.226 -3.293 2.907
H 0.422 -3.020 1.545
H 2.457 -2.383 1.875
H 4.536 -1.308 2.836
H 4.436 1.015 3.724
H 2.260 2.320 3.652
H -2.883 -1.070 2.332
H -4.107 1.038 2.944
H -2.834 3.028 3.711
H -0.305 2.995 3.730
C -4.157 -3.573 -1.309
N -2.950 -2.999 -0.743
C -2.616 -2.938 0.554
N -1.364 -2.467 0.666
C -0.906 -2.093 -0.622
C -1.892 -2.473 -1.503
C -1.742 -2.364 -2.877
C -0.550 -1.781 -3.334
C 0.449 -1.365 -2.432
C 0.294 -1.544 -1.046
H -4.135 -3.424 -2.391
H -4.230 -4.649 -1.104
H -5.053 -3.098 -0.897
H -3.259 -3.257 1.364
H -2.529 -2.729 -3.533
H -0.390 -1.647 -4.403
H 1.360 -0.902 -2.810
H 1.052 -1.251 -0.322
*
```

Highest occupied orbital energy in Eh: -0.3910
Frontier orbital gap in eV: 7.1
SMILES: C[C@H](n1c2ccccc2c2ccccc21)[n+]1cn(C)c2ccccc21
LUMO in eV: -3.52
Energy relative to the best compared isomer or geometry (same formula, charge and spin) in kJ/mol: 39.9
Electronic energy in Ha: -1014.42138


# 8
# C22H20N3O2

A 2-piece molecular cluster, C22H20N3O2 overall in a non-equilibrium geometry (ωB97M-V/def2-TZVPD, OMol25).

Geometry as ORCA input:
```
! RIJCOSX wB97M-V def2-TZVPD def2/J DEFGRID3
* xyz -1 1
C -5.590 -0.530 -0.445
N -4.516 -0.899 -1.345
C -4.790 -2.112 -2.085
C -3.236 -0.340 -1.237
C -2.340 -0.787 -0.239
C -1.085 -0.212 -0.136
C -0.656 0.780 -1.037
C 0.692 1.299 -0.967
C 1.825 0.546 -1.008
C 3.191 1.138 -1.022
O 3.484 2.315 -0.960
C 4.125 -0.025 -1.145
C 3.387 -1.216 -1.225
C 4.017 -2.450 -1.342
C 5.416 -2.490 -1.331
C 6.160 -1.298 -1.266
C 5.517 -0.055 -1.201
C 1.926 -0.925 -1.203
O 1.035 -1.753 -1.363
C -1.598 1.296 -1.961
C -2.847 0.721 -2.097
H -5.331 0.356 0.149
H -6.488 -0.316 -1.039
H -5.813 -1.366 0.228
H -3.929 -2.408 -2.697
H -5.037 -2.923 -1.388
H -5.659 -1.944 -2.734
H -2.642 -1.608 0.418
H -0.408 -0.495 0.670
H 0.811 2.379 -1.003
H 3.420 -3.357 -1.420
H 5.934 -3.452 -1.371
H 7.254 -1.350 -1.262
H 6.085 0.874 -1.179
H -1.316 2.141 -2.598
H -3.564 1.045 -2.857
C -0.477 1.694 5.419
C 0.155 1.776 4.092
C -0.306 1.342 2.789
N 0.659 1.608 1.883
C 1.682 2.207 2.583
N 1.386 2.314 3.923
H -1.478 1.240 5.385
H 0.163 1.096 6.092
H -0.557 2.707 5.849
H -1.258 0.885 2.554
H 2.597 2.552 2.131
*
```

Highest occupied orbital energy in Eh: -0.1128
Frontier orbital gap in eV: 5.0
LUMO in eV: 1.96
Energy relative to the best compared isomer or geometry (same formula, charge and spin) in kJ/mol: 0.0
Electronic energy in Ha: -1165.09524


Question: What is the electronic energy in the second record?
Answer: -3625.47871 Ha